{
  "formula": "C21H27NO4PRhS4Sb",
  "method": "wB97M-V/def2-TZVPD",
  "gap_ev": 5.64,
  "relative_energy_kcal_mol": 31.73,
  "charge": -1,
  "symbols": ["Sb", "Rh", "S", "S", "S", "S", "P", "O", "O", "O", "O", "N", "C", "C", "C", "C", "C", "C", "C", "C", "C", "C", "C", "C", "C", "C", "C", "C", "C", "C", "C", "C", "C", "H", "H", "H", "H", "H", "H", "H", "H", "H", "H", "H", "H", "H", "H", "H", "H", "H", "H", "H", "H", "H", "H", "H", "H", "H", "H", "H"],
  "positions_angstrom": [[-0.13065, 2.37276, -1.87735], [0.16881, -0.31534, 0.44250], [1.23666, 0.03034, -1.46181], [-1.19128, 1.63612, 0.18012], [-1.58090, 1.76219, -3.55559], [-0.31465, 4.67625, -1.65909], [-0.98420, -2.17092, -0.32520], [-0.62776, -0.65413, 2.40264], [2.59105, 3.74371, 6.88500], [0.91905, 2.52781, 7.47379], [1.47386, 1.00062, 1.45989], [1.70634, 2.94083, 6.63548], [-2.85677, -1.92165, -0.41393], [-3.73129, -3.12833, -0.76645], [-0.95245, -4.67063, -1.66935], [0.65740, 1.50235, 4.97359], [-3.25575, -1.36144, 0.96233], [0.72621, -3.23950, 1.51704], [-0.40076, -0.04688, 3.44901], [-1.48756, -4.09925, 1.78723], [-0.60072, -3.29738, 1.07650], [-0.92214, -2.57710, -3.08959], [1.59627, 2.44609, 5.28465], [1.15179, -3.95285, 2.62553], [0.56020, 0.98339, 3.67913], [2.40503, 2.44872, 3.02049], [0.24721, -4.72728, 3.33776], [-0.43501, -3.23406, -1.78991], [1.45435, 1.43873, 2.64311], [-3.12153, -0.81449, -1.44804], [-1.07117, -4.79536, 2.91483], [2.47491, 2.92971, 4.28702], [1.09712, -3.30679, -1.82621], [-3.09928, -1.18288, -2.47006], [-0.99118, -0.34035, 4.33257], [0.56870, -5.26901, 4.21790], [-2.75221, -0.41217, 1.13368], [1.53547, -2.31470, -1.90490], [1.50114, -3.80887, -0.94585], [-2.52064, -4.18385, 1.48738], [-0.77388, -1.49529, -3.06256], [-4.10687, -0.37783, -1.26505], [-2.39845, -0.00773, -1.36737], [-1.79252, -5.38318, 3.46851], [-3.00264, -2.03193, 1.78247], [-1.97672, -2.78354, -3.26955], [-0.60797, -5.23661, -2.53899], [3.06509, 2.80643, 2.24236], [-0.35212, -2.96884, -3.93537], [2.18568, -3.89069, 2.93986], [-4.33337, -1.18035, 0.97711], [-0.01887, 1.15216, 5.74353], [3.20272, 3.67693, 4.57017], [-4.77409, -2.84210, -0.60714], [-3.53656, -4.01045, -0.15893], [-3.62301, -3.40289, -1.81475], [-2.03632, -4.72841, -1.64551], [1.43673, -2.60615, 0.99060], [1.39758, -3.87630, -2.70947], [-0.56605, -5.15571, -0.77201]]
}